1.
C102H220AsF9N10O6 | the ωB97M-V functional and the def2-TZVPD basis

As for the largest force on an atom: 3.85 eV/Å. The HOMO energy is -0.5967 Eh. The spin multiplicity is 1. The value obtained for the HOMO-LUMO gap is 0.224 hartree. The calculation puts the total energy at -8149.68496 Ha. Its total charge is +6.

CARTESIAN COORDINATES (ANGSTROEM)
C (0.181, -0.846, 1.544)
O (0.220, -1.344, 0.132)
O (1.484, -0.810, 2.032)
C (-0.766, 0.365, 1.803)
F (-1.952, 0.185, 1.127)
F (-1.070, 0.592, 3.048)
F (-0.440, 1.558, 1.312)
C (0.360, -0.340, -0.951)
C (0.200, -0.844, -2.358)
H (-0.705, -1.410, -2.581)
H (0.243, -0.005, -3.052)
H (1.095, -1.424, -2.585)
H (1.305, 0.173, -0.777)
H (-0.366, 0.468, -0.861)
H (-0.325, -1.625, 2.115)
C (-3.278, -0.424, -8.989)
C (-3.631, 1.110, -9.225)
C (-3.608, 2.032, -7.939)
C (-2.218, 2.182, -7.276)
N (-1.934, 3.503, -6.541)
C (-1.533, 4.663, -7.550)
C (-0.748, 5.673, -6.753)
C (-0.084, 4.795, -5.728)
C (-0.676, 3.387, -5.706)
C (-3.093, 3.904, -5.610)
H (-3.690, -0.794, -8.050)
H (-2.224, -0.455, -8.715)
H (-3.582, -1.143, -9.749)
H (-4.630, 1.267, -9.633)
H (-3.079, 1.528, -10.067)
H (-4.275, 1.662, -7.161)
H (-3.964, 2.988, -8.321)
H (-1.416, 2.128, -8.012)
H (-2.088, 1.368, -6.564)
H (-2.498, 4.956, -7.963)
H (-0.977, 4.070, -8.277)
H (-1.443, 6.379, -6.298)
H (-0.071, 6.190, -7.432)
H (-0.041, 5.320, -4.774)
H (0.992, 4.815, -5.901)
H (-0.899, 2.952, -4.732)
H (-0.053, 2.586, -6.106)
H (-2.890, 4.926, -5.292)
H (-3.214, 3.292, -4.716)
H (-4.068, 3.915, -6.099)
C (-5.373, -3.723, 3.176)
C (-3.893, -4.005, 2.856)
C (-3.723, -4.469, 1.379)
C (-2.293, -4.903, 1.005)
N (-2.079, -5.076, -0.551)
C (-2.934, -6.277, -1.144)
C (-2.130, -7.516, -0.755)
C (-0.708, -7.117, -0.669)
C (-0.635, -5.565, -0.778)
C (-2.370, -3.743, -1.277)
H (-5.495, -3.670, 4.258)
H (-6.082, -4.369, 2.658)
H (-5.574, -2.709, 2.830)
H (-3.503, -4.762, 3.536)
H (-3.302, -3.126, 3.112)
H (-4.065, -3.651, 0.745)
H (-4.325, -5.367, 1.237)
H (-2.092, -5.847, 1.513)
H (-1.520, -4.196, 1.305)
H (-2.934, -6.081, -2.216)
H (-3.955, -6.242, -0.762)
H (-2.300, -8.364, -1.419)
H (-2.489, -7.964, 0.171)
H (-0.136, -7.555, -1.487)
H (-0.207, -7.394, 0.259)
H (-0.485, -5.348, -1.836)
H (0.015, -5.000, -0.110)
H (-1.768, -2.999, -0.757)
H (-3.452, -3.622, -1.216)
H (-1.987, -3.826, -2.294)
C (-0.882, -6.097, -5.088)
C (-0.663, -4.558, -5.196)
C (0.822, -4.239, -5.136)
C (1.579, -4.353, -6.504)
N (3.150, -4.450, -6.420)
C (3.717, -4.607, -7.825)
C (3.967, -6.139, -8.002)
C (4.597, -6.453, -6.653)
C (3.609, -5.727, -5.679)
C (3.811, -3.172, -5.687)
H (-0.965, -6.358, -4.033)
H (-0.101, -6.700, -5.553)
H (-1.852, -6.375, -5.500)
H (-1.221, -3.984, -4.456)
H (-0.986, -4.116, -6.139)
H (1.187, -4.927, -4.374)
H (0.895, -3.240, -4.707)
H (1.345, -3.499, -7.139)
H (1.277, -5.299, -6.953)
H (4.665, -4.069, -7.846)
H (2.974, -4.187, -8.503)
H (4.715, -6.268, -8.784)
H (3.124, -6.750, -8.324)
H (5.538, -5.904, -6.613)
H (4.691, -7.527, -6.491)
H (4.009, -5.501, -4.691)
H (2.677, -6.261, -5.497)
H (3.683, -2.266, -6.278)
H (4.864, -3.367, -5.482)
H (3.242, -3.047, -4.765)
C (5.323, -0.201, -4.038)
C (5.096, -0.380, -2.535)
C (4.601, -1.815, -2.046)
C (4.530, -1.970, -0.481)
N (4.029, -3.352, 0.083)
C (4.989, -4.472, -0.320)
C (4.321, -5.216, -1.406)
C (2.850, -5.202, -0.956)
C (2.624, -3.771, -0.503)
C (3.931, -3.257, 1.616)
H (4.493, -0.562, -4.644)
H (6.236, -0.717, -4.334)
H (5.474, 0.860, -4.238)
H (4.451, 0.398, -2.127)
H (6.081, -0.153, -2.129)
H (5.246, -2.613, -2.412)
H (3.631, -2.020, -2.500)
H (3.906, -1.198, -0.031)
H (5.534, -1.916, -0.059)
H (5.170, -5.077, 0.569)
H (5.977, -4.021, -0.408)
H (4.769, -6.197, -1.562)
H (4.506, -4.570, -2.264)
H (2.646, -5.908, -0.151)
H (2.273, -5.499, -1.832)
H (1.986, -3.560, 0.355)
H (2.316, -3.004, -1.214)
H (3.464, -4.182, 1.954)
H (3.350, -2.345, 1.748)
H (4.922, -3.183, 2.064)
C (10.086, 4.061, 3.139)
C (10.376, 2.762, 3.963)
C (9.548, 1.516, 3.559)
C (8.017, 1.539, 3.887)
N (7.292, 0.246, 3.337)
C (7.071, 0.186, 1.837)
C (5.979, 1.170, 1.512)
C (5.023, 1.093, 2.692)
C (5.798, 0.312, 3.777)
C (7.878, -1.044, 3.890)
H (10.731, 4.905, 3.384)
H (9.040, 4.318, 3.306)
H (10.234, 3.905, 2.071)
H (10.173, 2.923, 5.022)
H (11.437, 2.524, 3.888)
H (10.029, 0.637, 3.989)
H (9.602, 1.417, 2.475)
H (7.450, 2.422, 3.592)
H (7.940, 1.578, 4.973)
H (6.809, -0.866, 1.729)
H (8.010, 0.390, 1.322)
H (5.373, 0.928, 0.639)
H (6.257, 2.215, 1.376)
H (4.110, 0.579, 2.392)
H (4.846, 2.133, 2.966)
H (5.475, -0.727, 3.839)
H (5.715, 0.794, 4.751)
H (7.183, -1.883, 3.918)
H (8.306, -0.793, 4.860)
H (8.699, -1.390, 3.262)
C (-1.994, -1.254, 7.019)
C (-2.342, -2.213, 5.895)
C (-1.129, -3.196, 5.675)
C (0.151, -2.440, 5.467)
N (1.412, -3.385, 5.474)
C (1.770, -3.925, 6.873)
C (3.249, -4.319, 6.811)
C (3.923, -3.237, 5.835)
C (2.742, -2.605, 5.093)
C (1.320, -4.544, 4.387)
H (-2.922, -0.828, 7.401)
H (-1.451, -0.419, 6.578)
H (-1.399, -1.733, 7.797)
H (-2.508, -1.633, 4.987)
H (-3.234, -2.803, 6.103)
H (-1.287, -3.798, 4.780)
H (-1.230, -3.819, 6.563)
H (0.344, -1.560, 6.079)
H (0.100, -2.069, 4.443)
H (1.119, -4.793, 6.967)
H (1.568, -3.239, 7.696)
H (3.423, -5.372, 6.589)
H (3.751, -4.263, 7.777)
H (4.703, -3.714, 5.241)
H (4.256, -2.407, 6.458)
H (2.834, -2.609, 4.007)
H (2.560, -1.544, 5.262)
H (0.925, -4.182, 3.438)
H (0.614, -5.294, 4.743)
H (2.340, -4.897, 4.231)
C (-8.248, -0.246, 1.594)
C (-7.265, -1.303, 1.112)
C (-7.106, -1.360, -0.418)
C (-6.450, -0.057, -1.024)
N (-5.657, -0.268, -2.327)
C (-4.463, -1.200, -2.138)
C (-3.454, -0.766, -3.203)
C (-3.981, 0.561, -3.763)
C (-5.030, 1.072, -2.781)
C (-6.612, -0.847, -3.455)
H (-8.264, -0.104, 2.674)
H (-9.274, -0.483, 1.312)
H (-8.093, 0.735, 1.144)
H (-7.686, -2.251, 1.445)
H (-6.331, -1.063, 1.621)
H (-8.127, -1.558, -0.742)
H (-6.540, -2.247, -0.702)
H (-5.734, 0.481, -0.402)
H (-7.154, 0.689, -1.393)
H (-4.751, -2.245, -2.258)
H (-3.953, -1.091, -1.181)
H (-3.488, -1.511, -3.997)
H (-2.458, -0.687, -2.768)
H (-4.440, 0.448, -4.745)
H (-3.210, 1.325, -3.856)
H (-5.864, 1.647, -3.184)
H (-4.660, 1.624, -1.918)
H (-7.137, 0.022, -3.852)
H (-7.213, -1.636, -3.004)
H (-5.988, -1.333, -4.205)
C (-3.341, 4.468, 7.246)
C (-1.891, 4.898, 7.197)
C (-0.867, 3.878, 6.680)
C (0.464, 4.457, 6.393)
N (1.624, 3.401, 6.206)
C (1.398, 2.447, 5.037)
C (0.876, 1.232, 5.704)
C (1.405, 1.077, 7.074)
C (1.972, 2.441, 7.411)
C (2.831, 4.316, 5.952)
H (-3.320, 3.555, 7.841)
H (-3.825, 4.338, 6.278)
H (-3.933, 5.301, 7.624)
H (-1.580, 5.307, 8.158)
H (-1.871, 5.699, 6.458)
H (-1.285, 3.237, 5.904)
H (-0.721, 3.219, 7.537)
H (0.735, 5.209, 7.134)
H (0.536, 4.833, 5.373)
H (2.369, 2.199, 4.608)
H (0.733, 2.857, 4.278)
H (1.249, 0.368, 5.154)
H (-0.207, 1.155, 5.616)
H (2.177, 0.314, 7.170)
H (0.532, 0.900, 7.703)
H (3.061, 2.421, 7.446)
H (1.630, 2.868, 8.353)
H (2.578, 5.066, 5.203)
H (3.613, 3.677, 5.543)
H (3.177, 4.767, 6.882)
C (1.610, 8.756, -3.169)
C (2.670, 7.743, -2.665)
C (1.961, 6.520, -2.081)
C (2.890, 5.534, -1.273)
N (2.338, 4.085, -1.026)
C (1.082, 4.247, -0.219)
C (1.444, 4.245, 1.252)
C (2.746, 3.445, 1.327)
C (3.207, 3.199, -0.116)
C (1.982, 3.350, -2.389)
C (3.079, 3.250, -3.393)
C (2.717, 2.326, -4.586)
H (1.324, 9.260, -2.246)
H (0.685, 8.308, -3.533)
H (1.968, 9.515, -3.864)
H (3.286, 8.306, -1.964)
H (3.307, 7.385, -3.474)
H (1.409, 6.010, -2.871)
H (1.236, 6.839, -1.333)
H (3.130, 5.977, -0.306)
H (3.798, 5.328, -1.840)
H (0.564, 3.289, -0.248)
H (0.324, 4.937, -0.591)
H (0.662, 3.941, 1.947)
H (1.739, 5.249, 1.559)
H (2.568, 2.460, 1.759)
H (3.444, 3.885, 2.039)
H (2.971, 2.181, -0.425)
H (4.290, 3.303, -0.187)
H (1.065, 3.834, -2.723)
H (1.622, 2.396, -2.002)
H (3.998, 2.840, -2.974)
H (3.337, 4.191, -3.878)
H (2.726, 1.317, -4.173)
H (3.511, 2.329, -5.332)
H (1.784, 2.557, -5.101)
C (-6.186, 1.886, 6.460)
C (-6.541, 1.781, 5.000)
C (-5.945, 2.996, 4.250)
C (-6.297, 3.025, 2.705)
N (-6.082, 4.383, 1.974)
C (-7.249, 5.326, 2.195)
C (-8.265, 5.120, 1.116)
C (-7.709, 4.151, 0.067)
C (-6.208, 4.154, 0.476)
C (-4.727, 5.096, 2.326)
C (-3.585, 4.071, 1.966)
C (-2.248, 4.577, 2.322)
H (-6.612, 2.793, 6.889)
H (-5.110, 1.716, 6.497)
H (-6.553, 1.056, 7.064)
H (-7.610, 1.690, 4.806)
H (-6.146, 0.847, 4.603)
H (-4.859, 2.994, 4.345)
H (-6.251, 3.929, 4.723)
H (-7.373, 2.889, 2.597)
H (-5.755, 2.206, 2.232)
H (-6.945, 6.372, 2.167)
H (-7.628, 5.079, 3.187)
H (-8.496, 6.091, 0.678)
H (-9.212, 4.658, 1.396)
H (-7.902, 4.432, -0.968)
H (-8.020, 3.130, 0.289)
H (-5.716, 4.964, -0.062)
H (-5.660, 3.268, 0.155)
H (-4.864, 5.283, 3.392)
H (-4.783, 6.047, 1.796)
H (-3.555, 3.776, 0.917)
H (-3.685, 3.108, 2.468)
H (-1.437, 3.860, 2.446)
H (-2.309, 5.216, 3.203)
H (-1.858, 5.264, 1.572)
C (-0.128, -0.619, -6.226)
C (0.921, -0.193, -7.273)
O (1.875, -0.971, -7.589)
O (0.853, 0.972, -7.730)
H (-0.357, 0.103, -5.442)
H (0.222, -1.563, -5.809)
H (-1.026, -0.886, -6.783)
C (-1.731, 2.705, -1.660)
C (-2.379, 3.969, -2.114)
O (-3.659, 3.974, -2.094)
O (-1.630, 4.873, -2.518)
H (-0.746, 2.506, -2.084)
H (-2.310, 1.822, -1.931)
H (-1.467, 2.845, -0.612)
As (0.002, -7.947, 3.357)
F (-0.355, -9.528, 4.091)
F (1.019, -8.844, 2.168)
F (0.293, -6.374, 2.606)
F (-1.063, -7.237, 4.715)
F (1.500, -7.525, 4.317)
F (-1.461, -8.106, 2.280)

Atomic partial charges in e from the Mulliken method, atoms 1 to 99: 0.30 0.19 -0.58 -0.41 -0.10 -0.01 -0.01 1.38 0.35 -0.43 -0.14 -0.44 -0.32 -0.54 -0.31 -0.89 -0.99 -0.75 0.09 0.80 -0.57 -0.99 0.00 0.15 -0.71 0.18 0.17 0.41 0.47 0.40 0.17 0.42 0.50 -0.22 0.46 0.45 0.37 0.37 -0.13 0.66 -0.19 -0.35 0.34 -0.08 0.41 -1.15 -0.12 -0.36 -0.14 1.34 -0.69 -1.17 -0.50 0.51 -1.73 0.45 0.44 -0.14 0.53 -0.09 -0.32 0.56 0.45 -0.22 0.52 0.48 0.53 0.28 0.76 -0.04 -0.42 -0.27 0.37 0.79 0.15 -1.03 -0.14 1.58 -1.41 0.59 -0.44 -0.71 -0.45 -0.30 -1.17 0.03 0.30 0.41 -0.40 0.63 0.20 -1.16 0.50 0.38 0.44 0.27 0.41 0.34 0.32

=====

2.
C10H10 | the ωB97M-V functional and the def2-TZVPD basis

As for the largest force on an atom: 5.12 eV/Å. The HOMO energy (alpha / beta) is -0.2324 / -0.3234 Eh. The spin multiplicity is 3. The energy above the lowest of the compared OMol25 structures with the same formula, charge and spin comes out at 0.00 kcal per mole. The value obtained for the HOMO-LUMO gap (alpha / beta) is 0.270 / 0.259 hartree. The calculation puts the total energy at -386.72099 Ha. Its total charge is 0.

CARTESIAN COORDINATES (ANGSTROEM)
C (-2.307, 1.638, -0.250)
C (-2.905, 0.386, -0.274)
C (-0.994, 1.689, 0.186)
C (-2.171, -0.759, -0.096)
C (-0.296, 0.501, 0.452)
C (-0.790, -0.779, 0.169)
C (3.430, 0.978, -0.128)
C (3.652, -0.306, -0.404)
C (2.880, -0.044, 0.789)
C (0.034, -2.004, 0.334)
H (-2.841, 2.562, -0.589)
H (-3.919, 0.356, -0.893)
H (-0.472, 2.593, 0.228)
H (-2.654, -1.709, -0.205)
H (3.682, 1.890, -0.364)
H (4.079, -0.884, -1.116)
H (0.777, 0.645, 0.612)
H (-0.070, -2.315, 1.479)
H (-0.199, -2.829, -0.366)
H (1.083, -1.610, 0.435)

The natural (NBO) scheme yields these atomic charges, measured in e: -0.22 -0.21 -0.21 -0.22 -0.22 -0.01 -0.23 -0.19 0.00 -0.66 0.21 0.21 0.20 0.20 0.21 0.22 0.21 0.22 0.23 0.24